[1]
Here is a 2-piece molecular cluster, C18H30N2O4 overall from the OMol25 dataset. Energies are from ωB97M-V/def2-TZVPD.

The geometry in XYZ format:
```
54
Properties=species:S:1:pos:R:3:forces:R:3
O 0.728 -1.679 3.880 -0.2788 0.0709 0.1488
O 2.396 -5.539 1.295 0.1524 0.4623 0.1216
O -1.654 3.517 -3.381 -0.1166 0.0293 -0.0352
O -2.793 0.956 -2.700 -0.0567 -0.1581 -0.3165
C 1.581 -2.213 3.190 0.1852 0.8108 1.5170
C 2.926 -4.435 1.264 -0.7392 -0.9680 0.0861
C 0.514 0.816 -2.007 0.5265 -0.6689 0.4420
C 0.700 0.943 -0.621 0.3444 -0.6881 -0.4624
C 1.073 -0.271 -2.700 0.0689 0.0857 0.9080
C 1.456 -0.015 0.075 -0.2416 0.0283 -1.0129
C 1.823 -1.233 -2.003 -0.5110 0.8705 0.4605
C 2.021 -1.106 -0.614 -0.1782 0.2124 -0.0789
N 4.237 -4.274 1.497 0.8433 0.6168 -0.1009
N 1.265 -2.618 1.960 0.2813 -1.1297 -1.6300
C 2.981 -2.370 3.749 -0.2714 -0.0995 -0.0957
C 5.153 -5.363 1.831 -0.4924 -0.0316 -0.0780
C -4.819 3.906 1.523 0.2546 0.0548 0.1159
C -3.028 3.185 -3.589 0.4439 -0.9213 0.3339
C -3.717 4.496 0.645 -0.4977 0.0142 -0.1157
C -3.854 4.067 -0.821 0.5367 -0.1124 0.1953
C -3.289 2.659 -1.076 -0.3014 0.6879 -0.4217
C -3.510 2.185 -2.524 0.0925 0.0468 0.6428
C 2.875 -2.118 0.125 0.0852 0.1268 -0.1493
C 2.086 -3.201 0.882 -0.1179 0.6789 -0.1515
H -1.143 2.690 -3.372 -0.5056 0.4045 -0.1178
H -3.051 0.307 -2.022 0.0936 0.5546 -0.3186
H -0.062 1.554 -2.540 0.0296 -0.0479 0.0534
H 0.268 1.781 -0.092 -0.0011 0.0220 0.0218
H 0.923 -0.366 -3.766 0.0047 -0.0091 -0.0238
H 1.607 0.093 1.140 0.0364 -0.0230 0.0711
H 2.254 -2.066 -2.541 0.0788 -0.0856 0.0002
H 4.614 -3.342 1.431 0.0058 -0.1358 0.0401
H 0.296 -2.459 1.732 -0.0018 -0.0091 0.0349
H 3.022 -1.875 4.718 -0.1555 -0.0133 -0.1583
H 3.704 -1.904 3.088 0.2681 -0.1109 -0.0888
H 3.199 -3.426 3.890 0.2273 -0.0517 -0.1109
H 4.921 -5.748 2.826 0.0674 -0.0740 -0.0481
H 5.040 -6.175 1.110 0.0004 0.0671 0.1112
H 6.185 -5.010 1.813 -0.2091 0.1041 -0.0292
H -4.714 4.270 2.550 -0.1180 -0.1404 -0.0681
H -5.805 4.200 1.151 0.0835 -0.0578 0.0642
H -4.762 2.814 1.538 -0.0994 0.0795 0.0560
H -3.149 2.739 -4.582 -0.1006 -0.0765 0.0362
H -3.636 4.094 -3.567 0.3112 -0.0678 0.1718
H -2.734 4.205 1.031 -0.0316 0.0674 -0.0698
H -3.782 5.587 0.699 0.0994 -0.0702 0.0319
H -3.301 4.789 -1.429 -0.0675 -0.1573 -0.0957
H -4.905 4.113 -1.124 -0.0029 0.0437 0.0084
H -2.216 2.665 -0.855 -0.0900 -0.0534 -0.1108
H -3.764 1.944 -0.398 0.0216 -0.0692 -0.0185
H -4.581 2.013 -2.681 -0.0729 0.0310 -0.0819
H 3.520 -1.581 0.819 0.1228 0.0873 0.1106
H 3.523 -2.607 -0.604 0.0500 -0.0697 0.0015
H 1.375 -3.597 0.156 -0.0567 -0.1576 0.2033
```
Forces are in eV/Å.

Properties
**E_LUMO**: 0.48 eV
**Energy relative to the best compared isomer or geometry (same formula, charge and spin)**: 0.0 kJ/mol
**SMILES**: CNC(=O)[C@H](Cc1ccccc1)NC(C)=O.CCCC[C@H](O)CO
**Max |F|**: 0.0390 Eh/bohr
**Gap between HOMO and LUMO**: 9.74 eV


[2]
Here is one molecule with the formula C3H3NO3 from the OMol25 dataset. Energies are from ωB97M-V/def2-TZVPD.

The geometry in XYZ format:
```
10
Properties=species:S:1:pos:R:3:forces:R:3
N -0.100 1.247 -0.483 -0.1808 -0.3110 -0.0219
C -0.334 0.125 0.055 0.1187 0.2962 -0.1405
O 0.659 -0.562 0.658 0.0039 0.0959 -0.0489
C 1.927 -0.182 0.224 0.5855 0.2252 0.3565
O 2.816 0.011 0.988 -0.4825 -0.2937 -0.3975
C -1.680 -0.558 0.110 -0.1171 -0.4209 0.1685
O -1.845 -1.667 0.538 0.0639 0.5658 -0.2203
H -0.927 1.641 -0.926 -0.0511 -0.0454 0.0957
H 1.989 -0.122 -0.871 -0.0205 -0.0070 0.1597
H -2.505 0.067 -0.292 0.0799 -0.1051 0.0487
```
Forces are in eV/Å.

Properties
**E_LUMO**: -0.66 eV
**Energy relative to the best compared isomer or geometry (same formula, charge and spin)**: 165.2 kJ/mol
**SMILES**: [H]/N=C(\C=O)OC=O
**Max |F|**: 0.0140 Eh/bohr
**Gap between HOMO and LUMO**: 10.09 eV


[3]
Here is C47H51N7OP2Ti as an isolated structure from the OMol25 dataset. Energies are from ωB97M-V/def2-TZVPD.

The geometry in XYZ format:
```
109
Properties=species:S:1:pos:R:3:forces:R:3
Ti 10.212 7.663 16.500 -0.2393 -3.0607 -1.5965
C 8.931 10.256 16.666 -0.0328 1.7026 0.3738
N 9.291 9.199 17.595 1.3387 -1.6084 1.5018
C 10.396 9.444 18.650 -0.5629 0.2021 -1.1169
C 11.525 8.463 18.570 3.2198 -0.3681 2.4088
N 11.707 7.417 17.733 -0.8293 0.2234 0.1289
C 12.851 6.680 18.174 -0.8582 1.5052 -0.1416
C 13.510 5.696 17.509 0.6181 -1.5639 0.0257
C 14.720 5.230 18.046 -1.6061 0.4849 -0.6508
C 15.277 5.892 19.119 0.0428 1.2991 1.2723
C 14.621 6.951 19.812 -0.1547 0.1218 -0.4462
C 13.355 7.323 19.303 1.4678 0.4729 -0.0138
N 12.572 8.490 19.494 -2.5188 -0.6664 -1.7300
C 9.924 10.252 15.529 -1.5300 2.8333 -1.3091
N 10.831 9.333 15.400 0.1782 -1.0176 0.8112
C 11.565 9.652 14.234 1.5685 -0.8065 0.5678
C 12.898 9.256 14.019 -0.7191 -0.1913 -0.3461
C 13.587 9.860 12.977 -0.9488 -0.1232 0.5112
C 12.980 10.920 12.254 -0.9635 -0.7545 0.2682
C 11.643 11.313 12.472 0.8070 -0.3907 0.8755
C 10.960 10.686 13.554 0.3227 1.3546 0.6046
N 9.924 11.124 14.469 0.5386 -1.7116 0.2945
H 7.963 9.995 16.238 -0.3962 0.1798 0.2819
H 8.874 11.233 17.243 -0.0655 -0.8504 -1.0864
H 8.517 8.827 18.160 -0.3823 0.3826 -0.5518
H 10.789 10.433 18.492 0.2289 0.5722 -0.0656
H 9.981 9.403 19.655 -0.3086 -0.1101 0.0152
H 13.054 5.223 16.654 0.0883 -0.0272 -0.2178
H 15.173 4.354 17.618 0.4076 0.0352 -0.1772
H 16.298 5.636 19.361 -0.0283 -0.0698 0.5302
H 15.075 7.537 20.645 -0.2265 -0.7765 -0.8064
H 12.669 9.221 20.197 0.1301 -0.3729 -0.0017
H 13.331 8.541 14.721 0.1051 0.0394 -0.4976
H 14.559 9.463 12.742 0.3633 0.4772 -0.0905
H 13.589 11.421 11.520 -0.1777 0.1354 -0.2934
H 11.224 12.124 11.904 -0.1393 0.2137 0.0219
H 9.365 11.960 14.401 -0.1400 0.1065 -0.1286
C 5.723 6.127 16.833 0.9489 -0.0393 -0.4186
C 6.688 5.473 17.823 -0.7436 -0.0957 -0.3208
P 8.458 6.099 18.141 -1.3328 -0.9654 0.5288
C 9.251 4.493 18.411 1.9571 0.6449 -1.4270
C 8.833 3.631 19.396 -0.1493 -0.8018 0.3675
C 9.597 2.491 19.683 1.4461 0.2958 -0.5304
C 10.917 2.391 19.143 -1.5504 0.3454 -1.0695
C 11.298 3.220 18.060 -0.0260 -0.1038 0.7497
C 10.444 4.231 17.685 -1.2244 -0.1558 1.1690
C 8.341 6.674 19.864 -0.4944 0.7810 0.8691
C 9.417 6.410 20.744 -1.1512 1.1802 0.0624
C 9.254 6.686 22.108 1.4538 -0.6560 1.0311
C 8.046 7.149 22.629 -0.7823 0.5354 -1.1811
C 7.012 7.554 21.734 0.0507 -0.6091 0.6764
C 7.129 7.265 20.391 1.9068 -0.0768 -0.8517
P 5.210 7.892 16.898 -0.5711 0.4784 0.2923
C 3.821 8.004 18.149 0.1789 0.7627 -0.9105
C 3.407 6.903 18.827 -1.2547 -1.7702 0.8812
C 2.189 6.918 19.566 1.1410 -0.8058 -0.2045
C 1.455 8.060 19.657 -0.1419 1.1039 0.5419
C 1.927 9.255 19.067 -0.6108 -0.5898 -1.2901
C 3.030 9.189 18.203 0.7840 -0.0904 1.0434
C 4.200 7.905 15.376 -0.4811 1.2193 -2.0590
C 2.948 7.282 15.246 -0.3639 -0.4157 1.3075
C 2.088 7.490 14.150 -0.2045 -2.3124 2.0704
C 2.612 8.094 13.054 -1.7491 0.6765 -2.0691
C 3.846 8.676 13.047 0.9276 0.1394 1.9978
C 4.574 8.706 14.244 -0.1615 -1.0270 0.5600
H 4.853 5.491 16.815 -0.4451 -0.2709 -0.1976
H 6.211 6.058 15.852 -0.3789 0.0133 -0.1472
H 6.758 4.394 17.512 0.4322 1.0507 0.3427
H 6.169 5.489 18.788 0.5828 -0.0936 0.1688
H 7.904 3.845 19.908 -0.0289 -0.2644 0.1610
H 9.235 1.671 20.305 0.0601 0.5305 0.1298
H 11.529 1.567 19.430 0.3794 -0.3693 0.2277
H 12.241 3.178 17.499 -0.3299 -0.6503 0.5682
H 10.636 4.778 16.800 0.3419 0.7365 -0.6837
H 10.347 6.044 20.349 0.3290 -0.3567 0.0640
H 10.132 6.481 22.818 -1.5294 0.2115 -1.1183
H 7.855 7.223 23.689 0.3180 0.1535 0.0851
H 6.069 8.012 22.082 0.7286 -0.3567 -0.0005
H 6.360 7.555 19.699 -0.4851 -0.0346 -0.1082
H 3.873 5.908 18.716 0.0162 0.6769 0.1613
H 1.854 6.012 20.066 0.0767 0.1411 -0.2109
H 0.525 8.074 20.238 0.4300 0.0175 -0.3205
H 1.231 10.103 19.131 0.8553 -0.0631 -0.1139
H 3.430 10.033 17.642 -0.5483 0.1465 0.1373
H 2.598 6.658 16.101 0.0963 0.5677 -0.7552
H 1.087 6.964 14.214 1.2415 1.0344 -0.4485
H 1.970 8.248 12.174 0.3605 -0.3329 0.3020
H 4.209 9.179 12.193 0.2321 0.5996 -0.7608
H 5.408 9.378 14.329 0.5628 0.0588 -0.0483
C 8.670 8.044 13.096 0.0361 0.7044 1.6350
N 9.002 6.628 12.914 0.6290 1.5606 1.0693
C 8.268 6.015 11.864 -0.9836 -1.9735 -1.1005
C 9.793 5.989 13.784 -1.0621 -1.8779 -3.0055
O 9.853 6.435 15.000 1.3685 1.2173 2.3072
N 10.327 4.804 13.308 0.2641 1.4733 1.7979
C 10.644 3.692 14.201 -1.9724 0.1581 1.8664
C 11.062 4.782 12.042 0.3208 -0.2105 -0.9720
H 8.294 8.539 12.187 0.0321 -0.6881 0.3093
H 9.576 8.603 13.399 -0.4854 -0.4240 -0.3183
H 7.920 8.144 13.936 0.3813 0.0007 -0.9577
H 7.180 6.041 12.059 0.3633 0.7532 -0.0340
H 8.426 4.929 11.879 0.3881 0.4021 -0.3563
H 8.508 6.455 10.889 -0.1243 -0.2504 0.2237
H 10.736 2.800 13.623 0.4828 -0.4527 -0.5308
H 9.718 3.471 14.836 1.2888 0.4417 -0.5820
H 11.507 3.843 14.874 -0.1951 0.0075 -0.5383
H 11.041 5.758 11.570 0.0869 0.1876 0.0789
H 10.645 4.084 11.287 0.0735 0.1471 0.7198
H 12.115 4.498 12.240 -0.5894 0.1576 -0.0884
```
Forces are in eV/Å.

Properties
**Total charge**: +4
**E_LUMO (spin up / spin down)**: -13.30 / -13.14 eV
**Energy relative to the best compared isomer or geometry (same formula, charge and spin)**: 298.4 kJ/mol
**Max |F|**: 0.0785 Eh/bohr
**Gap between HOMO and LUMO (spin up / spin down)**: 3.10 / 3.27 eV